No. 1
The following is a quantum chemistry calculation of a cluster of 7 separate species, C14H42O7S7 in total in a non-equilibrium geometry, from the Open Molecules 2025 dataset.

Gap between HOMO and LUMO (Ha): 0.3269
Highest occupied orbital energy (eV): -8.649
E_tot (hartree): -3872.2238
Molar mass (g/mol): 546.95
LUMO energy (eV): 0.25
Relative energy (zero: lowest compared OMol25 entry of this formula, charge and spin) (eV): 4.368

```
! wB97M-V def2-TZVPD RIJCOSX def2/J DEFGRID3
* xyz 0 1
C -0.86 -8.91 -2.67
S -1.50 -8.16 -1.06
O -2.20 -6.84 -1.55
C -2.81 -9.42 -0.70
H -1.63 -8.92 -3.44
H -0.65 -9.91 -2.31
H -0.03 -8.30 -3.02
H -2.53 -10.45 -0.89
H -3.61 -9.24 -1.42
H -2.97 -9.17 0.35
C -3.06 -3.46 5.72
S -1.39 -3.89 6.24
O -0.38 -3.49 5.17
C -1.13 -3.02 7.89
H -3.13 -3.94 4.74
H -3.02 -2.37 5.66
H -3.89 -3.72 6.37
H -1.22 -1.94 7.74
H -0.09 -3.18 8.15
H -1.87 -3.34 8.63
C -3.85 1.55 -4.10
S -5.42 2.60 -4.01
O -6.37 1.68 -4.80
C -5.84 2.31 -2.17
H -3.68 1.35 -3.04
H -3.14 2.29 -4.47
H -4.09 0.70 -4.74
H -5.09 2.65 -1.46
H -6.07 1.27 -1.93
H -6.72 2.88 -1.87
C 4.24 7.10 2.31
S 5.38 6.66 0.93
O 4.50 6.50 -0.29
C 6.35 8.22 0.65
H 3.25 7.44 2.01
H 4.71 7.69 3.10
H 4.06 6.15 2.80
H 6.95 8.17 -0.26
H 6.94 8.51 1.52
H 5.62 9.03 0.64
C -2.78 7.36 -1.62
S -1.73 7.63 -3.11
O -1.50 9.16 -3.21
C -0.20 6.64 -2.59
H -3.23 6.37 -1.60
H -3.59 8.09 -1.57
H -2.30 7.51 -0.65
H -0.33 5.84 -1.85
H 0.53 7.35 -2.19
H 0.11 6.23 -3.55
C 0.71 1.25 0.15
S -0.43 0.18 1.10
O -1.87 0.68 0.77
C -0.22 -1.38 0.16
H 0.37 1.42 -0.87
H 1.68 0.76 0.17
H 0.94 2.18 0.66
H 0.13 -2.21 0.77
H 0.30 -1.26 -0.79
H -1.20 -1.73 -0.13
C 5.99 -4.45 -2.12
S 5.46 -5.39 -0.70
O 6.36 -4.93 0.41
C 3.94 -4.49 -0.28
H 5.58 -3.44 -2.20
H 5.76 -4.96 -3.05
H 7.08 -4.33 -2.08
H 3.44 -5.19 0.38
H 3.23 -4.44 -1.11
H 4.03 -3.59 0.33
*
```



No. 2
The following is a quantum chemistry calculation of an isolated molecule of C3H6O2, from the Open Molecules 2025 dataset.

Gap between HOMO and LUMO (Ha): 0.4134
Highest occupied orbital energy (eV): -10.145
E_tot (hartree): -268.3217
SMILES: CO[C@H]1CO1
Molar mass (g/mol): 74.08
LUMO energy (eV): 1.10
Relative energy (zero: lowest compared OMol25 entry of this formula, charge and spin) (eV): 2.272

```
! wB97M-V def2-TZVPD RIJCOSX def2/J DEFGRID3
* xyz 0 1
C 1.20 1.22 0.52
O 0.21 0.71 -0.36
C -0.39 -0.44 0.08
C -1.31 -1.10 -0.82
O -0.02 -1.65 -0.53
H 0.74 1.60 1.44
H 1.95 0.46 0.78
H 1.69 2.05 0.00
H -2.16 -1.66 -0.44
H -0.50 -0.51 1.17
H -1.42 -0.69 -1.82
*
```



No. 3
The following is a quantum chemistry calculation of the ion C3H4Cl2N with charge +1 in a non-equilibrium geometry, from the Open Molecules 2025 dataset.

Gap between HOMO and LUMO (Ha): 0.3608
Highest occupied orbital energy (eV): -15.436
E_tot (hartree): -1091.4947
SMILES: C#[N+][C@H](Cl)CCl
Molar mass (g/mol): 124.98
LUMO energy (eV): -5.62
Relative energy (zero: lowest compared OMol25 entry of this formula, charge and spin) (eV): 0.007

```
! wB97M-V def2-TZVPD RIJCOSX def2/J DEFGRID3
* xyz 1 1
C -0.49 -2.29 0.08
C 0.54 1.18 -0.14
C -0.45 0.21 0.45
N -0.49 -1.15 0.23
Cl 2.16 0.46 0.14
Cl -2.21 0.69 0.03
H -0.68 -3.32 -0.31
H 0.38 1.31 -1.19
H 0.53 2.13 0.37
H -0.15 0.22 1.46
*
```



No. 4
The following is a quantum chemistry calculation of a structure of composition C18H17AuBrN2O4, from the Open Molecules 2025 dataset.

Gap between HOMO and LUMO (alpha / beta) (Ha): 0.2271 / 0.1657
Highest occupied orbital energy (alpha / beta) (eV): -11.275 / -11.423
E_tot (hartree): -3815.8814
Molar mass (g/mol): 602.22
LUMO energy (alpha / beta) (eV): -5.10 / -6.91
<S²>: 2.0677

```
! wB97M-V def2-TZVPD RIJCOSX def2/J DEFGRID3
* xyz 1 3
Au 0.06 -2.58 0.46
O -4.94 -1.56 0.73
C -4.75 -0.78 -0.37
C -5.79 -0.36 -1.19
C -5.52 0.45 -2.28
C -4.22 0.85 -2.56
C -3.19 0.41 -1.75
C -3.45 -0.40 -0.65
C -2.34 -1.00 0.18
O -1.82 -2.12 -0.38
N -1.27 0.05 0.36
N -0.07 -0.34 0.44
C 0.94 0.50 0.61
C 2.26 0.05 0.76
Br 2.58 -1.83 0.88
C 3.38 0.84 0.89
C 3.54 2.25 0.67
C 4.59 2.88 1.36
C 4.80 4.24 1.23
C 3.98 4.98 0.38
C 2.97 4.36 -0.36
C 2.75 3.01 -0.22
H -5.87 -1.81 0.82
H -6.80 -0.67 -0.97
H -6.34 0.77 -2.91
H -4.01 1.48 -3.42
H -2.17 0.68 -2.00
H -2.71 -1.15 1.21
H -1.51 1.03 0.52
H 0.76 1.56 0.70
H 4.27 0.34 1.24
H 5.23 2.29 2.01
H 5.60 4.72 1.78
H 4.15 6.04 0.27
H 2.38 4.94 -1.06
H 2.02 2.53 -0.86
C 2.14 -5.08 0.38
C 0.71 -5.48 0.63
O 0.36 -6.63 0.65
O -0.17 -4.51 0.88
H 2.75 -5.97 0.28
H 2.51 -4.48 1.21
H 2.21 -4.50 -0.55
*
```



No. 5
The following is a quantum chemistry calculation of the ion C4H12N2 with charge +1 in a non-equilibrium geometry, from the Open Molecules 2025 dataset.

Gap between HOMO and LUMO (alpha / beta) (Ha): 0.1878 / 0.3330
Highest occupied orbital energy (alpha / beta) (eV): -8.274 / -12.393
E_tot (hartree): -268.7386
Molar mass (g/mol): 88.15
LUMO energy (alpha / beta) (eV): -3.16 / -3.33
<S²>: 0.7552
Relative energy (zero: lowest compared OMol25 entry of this formula, charge and spin) (eV): 1.693

```
! wB97M-V def2-TZVPD RIJCOSX def2/J DEFGRID3
* xyz 1 2
C 1.11 0.99 0.55
C 0.90 -0.28 -0.27
C -0.57 -0.67 -0.20
C -1.43 -0.84 -1.27
N -0.79 -1.77 0.88
N 0.42 2.19 -0.08
H 2.16 1.26 0.70
H 0.68 0.89 1.54
H 1.61 -1.00 0.11
H 1.27 -0.05 -1.28
H -2.31 -1.46 -1.13
H -1.37 -0.41 -2.25
H -1.44 -1.49 1.60
H -1.19 -2.63 0.45
H 0.11 -2.12 1.23
H 0.87 2.63 -0.88
H 0.51 2.90 0.65
H -0.52 1.86 -0.32
*
```



No. 6
The following is a quantum chemistry calculation of an isolated molecule of C12H10NP in a non-equilibrium geometry, from the Open Molecules 2025 dataset.

Gap between HOMO and LUMO (Ha): 0.3336
Highest occupied orbital energy (eV): -8.652
E_tot (hartree): -859.2302
SMILES: C(#CP1CC=CC=N1)c1ccccc1
Molar mass (g/mol): 199.19
LUMO energy (eV): 0.42
Relative energy (zero: lowest compared OMol25 entry of this formula, charge and spin) (eV): 1.454

```
! wB97M-V def2-TZVPD RIJCOSX def2/J DEFGRID3
* xyz 0 1
C 0.76 -0.04 0.03
C -0.38 -0.38 0.03
C 4.90 -0.22 0.27
C 4.14 -1.24 -0.26
C 4.30 0.95 0.74
C 2.74 -1.14 -0.54
C 2.92 0.96 0.69
C 2.16 -0.06 0.06
C -4.85 0.28 0.21
C -4.33 0.32 -0.97
C -4.03 -0.01 1.41
C -2.80 0.28 -1.24
N -2.86 -0.44 1.55
P -2.05 -1.02 -0.23
H 5.94 -0.40 0.42
H 4.68 -2.10 -0.53
H 4.90 1.78 1.07
H 2.17 -1.82 -1.07
H 2.41 1.68 1.24
H -5.88 0.43 0.28
H -4.92 0.38 -1.89
H -4.64 0.31 2.22
H -2.88 0.21 -2.35
H -2.39 1.28 -1.13
*
```



No. 7
The following is a quantum chemistry calculation of the ion C4H10NO with charge -2 in a non-equilibrium geometry, from the Open Molecules 2025 dataset.

Gap between HOMO and LUMO (alpha / beta) (Ha): 0.1070 / 0.2524
Highest occupied orbital energy (alpha / beta) (eV): 4.364 / 0.421
E_tot (hartree): -288.2219
Molar mass (g/mol): 88.13
LUMO energy (alpha / beta) (eV): 7.28 / 7.29
<S²>: 0.7509
Relative energy (zero: lowest compared OMol25 entry of this formula, charge and spin) (eV): 0.058

```
! wB97M-V def2-TZVPD RIJCOSX def2/J DEFGRID3
* xyz -2 2
C 0.15 -1.12 0.84
C 0.61 -0.03 -0.14
C 1.08 -0.65 -1.41
N -0.45 0.97 -0.46
C -1.17 1.50 0.75
O -2.38 0.98 0.94
H -0.78 -1.53 0.46
H 0.91 -1.90 0.86
H 0.03 -0.70 1.83
H 1.40 0.59 0.32
H 0.25 -1.20 -1.88
H 1.38 0.10 -2.15
H 1.88 -1.38 -1.31
H -1.19 0.43 -0.90
H -0.47 1.35 1.62
H -1.22 2.61 0.62
*
```



No. 8
The following is a quantum chemistry calculation of a cluster of 16 separate species, C36H113N9O16 in total in a non-equilibrium geometry, from the Open Molecules 2025 dataset.

Gap between HOMO and LUMO (Ha): 0.3275
Highest occupied orbital energy (eV): -8.710
E_tot (hartree): -3135.7162
Molar mass (g/mol): 928.35
LUMO energy (eV): 0.20
Relative energy (zero: lowest compared OMol25 entry of this formula, charge and spin) (eV): 4.880

```
! wB97M-V def2-TZVPD RIJCOSX def2/J DEFGRID3
* xyz 0 1
O 0.39 6.17 -2.59
H 1.29 6.34 -2.87
H 0.48 5.76 -1.73
O -5.03 1.67 -2.27
H -4.52 2.26 -2.84
H -4.59 0.82 -2.35
O -3.63 2.47 2.99
H -3.63 3.30 2.52
H -2.74 2.37 3.31
O -1.06 5.35 0.20
H -1.73 6.04 0.13
H -1.51 4.55 -0.08
O -4.10 3.54 -4.02
H -3.93 4.40 -4.40
H -3.56 2.93 -4.54
O -0.96 2.44 3.60
H -0.24 2.73 3.03
H -0.53 1.91 4.27
O -4.22 2.63 0.24
H -4.80 2.29 -0.44
H -4.46 2.12 1.02
C 1.72 -5.37 4.42
C 2.76 -4.19 4.38
C 4.15 -4.58 4.00
O 4.39 -5.59 4.96
C 5.73 -6.12 4.96
N 2.18 -3.24 3.44
H 1.89 -6.07 3.60
H 0.70 -4.99 4.41
H 1.73 -6.06 5.26
H 2.77 -3.73 5.36
H 4.88 -3.78 4.13
H 4.27 -4.98 2.99
H 5.80 -6.59 3.98
H 6.07 -6.83 5.72
H 6.51 -5.37 5.06
H 1.25 -2.96 3.71
H 2.77 -2.44 3.28
C 1.37 -0.14 -5.14
C 1.31 1.16 -5.94
C 1.08 2.42 -5.15
O 0.56 3.40 -6.04
C 0.19 4.66 -5.47
N 2.64 1.18 -6.53
H 1.51 -1.01 -5.78
H 0.54 -0.26 -4.45
H 2.33 -0.14 -4.61
H 0.50 0.96 -6.65
H 1.96 2.84 -4.67
H 0.39 1.98 -4.44
H -0.83 4.56 -5.12
H 0.09 5.36 -6.30
H 0.90 4.93 -4.69
H 2.51 0.38 -7.13
H 2.77 2.01 -7.10
C -3.82 2.54 -8.90
C -3.29 2.80 -7.46
C -3.17 1.41 -6.75
O -2.79 1.70 -5.41
C -2.64 0.56 -4.63
N -1.98 3.47 -7.50
H -3.02 1.98 -9.39
H -3.92 3.48 -9.45
H -4.73 1.97 -9.01
H -4.02 3.51 -7.05
H -2.44 0.78 -7.25
H -4.14 0.91 -6.77
H -1.78 -0.04 -4.93
H -3.44 -0.18 -4.68
H -2.60 0.77 -3.56
H -1.48 3.28 -8.36
H -1.34 3.29 -6.73
C 4.00 1.44 -2.34
C 3.77 2.81 -1.76
C 4.74 3.02 -0.56
O 6.04 3.40 -1.04
C 7.03 3.66 -0.12
N 3.98 3.86 -2.69
H 3.53 0.65 -1.75
H 5.05 1.15 -2.41
H 3.63 1.43 -3.37
H 2.74 3.13 -1.56
H 4.86 2.22 0.17
H 4.42 3.91 -0.02
H 6.64 4.63 0.20
H 7.98 3.87 -0.62
H 7.20 2.93 0.68
H 3.87 4.69 -2.13
H 4.95 3.85 -2.99
C 0.41 2.50 -1.15
C -1.01 2.01 -1.07
C -1.34 1.30 0.33
O -0.48 0.17 0.59
C -0.99 -0.57 1.75
N -1.97 3.04 -1.25
H 1.17 1.78 -0.83
H 0.56 3.35 -0.48
H 0.74 2.82 -2.14
H -1.13 1.38 -1.95
H -2.41 1.12 0.40
H -1.11 2.03 1.11
H -1.72 -0.03 2.35
H -0.16 -0.68 2.45
H -1.38 -1.57 1.55
H -2.04 3.22 -2.24
H -2.86 2.74 -0.87
C -0.08 -3.09 -3.14
C 0.05 -2.38 -1.71
C 1.58 -2.09 -1.44
O 2.47 -3.18 -1.48
C 2.51 -4.00 -0.32
N -0.83 -1.23 -1.55
H 0.34 -4.09 -3.16
H 0.25 -2.49 -3.99
H -1.15 -3.26 -3.28
H -0.28 -3.15 -1.02
H 1.77 -1.55 -0.51
H 2.04 -1.58 -2.28
H 2.68 -3.56 0.66
H 3.18 -4.85 -0.45
H 1.53 -4.48 -0.23
H -1.69 -1.62 -1.18
H -0.53 -0.61 -0.81
C -2.10 -4.72 5.32
C -2.06 -6.17 4.88
C -1.86 -6.30 3.35
O -2.73 -5.46 2.58
C -2.07 -4.39 1.93
N -1.07 -6.86 5.79
H -2.16 -4.70 6.41
H -3.00 -4.18 5.03
H -1.30 -4.06 4.98
H -3.03 -6.58 5.15
H -1.95 -7.37 3.15
H -0.83 -6.14 3.05
H -2.94 -3.94 1.44
H -1.32 -4.55 1.16
H -1.66 -3.73 2.69
H -1.51 -6.87 6.70
H -1.01 -7.83 5.53
C -5.49 -2.21 3.52
C -5.18 -0.70 3.80
C -4.17 -0.57 5.01
O -4.69 -1.01 6.25
C -4.23 -0.31 7.38
N -4.70 -0.10 2.55
H -4.64 -2.86 3.31
H -6.35 -2.45 2.90
H -5.71 -2.57 4.53
H -6.12 -0.28 4.15
H -3.76 0.44 5.07
H -3.27 -1.12 4.78
H -3.27 -0.80 7.53
H -4.94 -0.43 8.20
H -4.07 0.77 7.43
H -4.61 0.89 2.75
H -3.78 -0.45 2.33
C 3.18 0.33 1.13
C 3.62 0.81 2.52
C 2.38 1.14 3.48
O 1.72 2.36 3.15
C 2.46 3.59 3.14
N 4.47 -0.19 3.05
H 4.05 0.02 0.56
H 2.58 1.10 0.63
H 2.54 -0.52 1.35
H 4.21 1.72 2.36
H 2.48 1.16 4.56
H 1.65 0.37 3.26
H 1.78 4.41 2.90
H 3.31 3.70 2.47
H 2.87 3.79 4.13
H 5.34 -0.09 2.54
H 4.69 0.15 3.98
*
```